Below is a structure of composition C24H45AsAuF5NPSSi2, with properties calculated with ωB97M-V with the def2-TZVPD basis set.

XYZ file:
```
81
Properties=species:S:1:pos:R:3:forces:R:3
Au 0.863407 -1.596785 -1.123624 -0.1 -0.1 0.0
C 0.612307 -4.508505 -3.499241 0.0 0.0 0.0
Si -0.815154 -3.274852 -3.582208 0.0 0.0 0.0
C -2.245500 -4.210410 -4.407253 0.0 0.0 0.0
C -0.285988 -1.939586 -4.806783 0.0 0.0 0.0
As -1.343294 -2.598306 -1.423773 0.1 0.0 0.0
Si -2.524680 -0.640884 -1.942414 0.0 0.0 0.0
C -3.863793 -0.982989 -3.241300 0.0 0.0 0.0
C -1.508356 0.814266 -2.544764 0.0 0.0 0.0
C -3.421876 -0.083868 -0.390276 0.0 0.0 0.0
H 0.789096 -4.978039 -4.472992 0.0 0.0 0.0
H 0.402026 -5.293117 -2.768522 0.0 0.0 0.0
H 1.523021 -3.996506 -3.182174 0.0 0.0 0.0
H -1.969744 -4.558147 -5.408693 0.0 0.0 0.0
H -3.132147 -3.579313 -4.494999 0.0 0.0 0.0
H -2.517489 -5.080273 -3.803903 0.0 0.0 0.0
H 0.007409 -2.390895 -5.761063 0.0 0.0 0.0
H 0.564508 -1.386652 -4.403005 0.0 0.0 0.0
H -1.088479 -1.225083 -5.000883 0.0 0.0 0.0
H -3.431825 -1.228363 -4.214231 0.0 0.0 0.0
H -4.496614 -0.098683 -3.367057 0.0 0.0 0.0
H -4.497699 -1.818408 -2.933529 0.0 0.0 0.0
H -0.893997 0.562456 -3.410699 0.0 0.0 0.0
H -0.845144 1.154809 -1.745724 0.0 0.0 0.0
H -2.166678 1.648095 -2.810989 0.0 0.0 0.0
H -4.118005 -0.848960 -0.037308 0.0 0.0 0.0
H -3.984272 0.834115 -0.588955 0.0 0.0 0.0
H -2.708689 0.137112 0.407144 0.0 0.0 0.0
C 5.587436 -1.305995 2.088197 0.0 0.0 0.0
C 4.319610 -1.600180 1.282017 0.0 0.0 0.0
C 4.546730 -2.851946 0.418350 0.0 0.0 0.0
C 3.198174 -1.978318 2.260884 0.0 0.0 0.0
P 3.636110 -0.222889 0.124017 0.0 0.0 0.0
N 2.717488 -0.782665 -0.961873 0.0 0.0 -0.1
C 2.870805 1.120876 1.233849 0.0 0.0 0.0
C 1.462629 0.674957 1.660559 0.0 0.0 0.0
C 3.660261 1.524710 2.483112 0.0 0.0 0.0
C 2.652305 2.372164 0.367356 0.0 0.0 0.0
C 5.143165 0.552360 -0.758360 0.0 0.0 0.0
C 6.064275 1.456922 0.064189 0.0 0.0 0.0
C 5.985735 -0.591718 -1.340206 0.0 0.0 0.0
C 4.613148 1.333763 -1.972841 0.0 0.0 0.0
H 5.799645 -2.162470 2.740901 0.0 0.0 0.0
H 5.486118 -0.427630 2.725171 0.0 0.0 0.0
H 6.461015 -1.165133 1.451302 0.0 0.0 0.0
H 4.551063 -3.735864 1.065536 0.0 0.0 0.0
H 5.496126 -2.831563 -0.113600 0.0 0.0 0.0
H 3.741503 -2.950566 -0.311690 0.0 0.0 0.0
H 3.470795 -2.914324 2.761448 0.0 0.0 0.0
H 2.256303 -2.137768 1.732809 0.0 0.0 0.0
H 3.043862 -1.227676 3.033320 0.0 0.0 0.0
H 1.472219 -0.100044 2.423797 0.0 0.0 0.0
H 0.888385 0.313105 0.808296 0.0 0.0 0.0
H 0.926508 1.538218 2.062022 0.0 0.0 0.0
H 3.693199 0.729589 3.227707 0.0 0.0 0.0
H 3.154875 2.379031 2.946718 0.0 0.0 0.0
H 4.684652 1.829538 2.263633 0.0 0.0 0.0
H 2.165245 2.117324 -0.574590 0.0 0.0 0.0
H 3.579764 2.909076 0.164495 0.0 0.0 0.0
H 1.978405 3.053865 0.891668 0.0 0.0 0.0
H 6.461974 0.962066 0.950468 0.0 0.0 0.0
H 5.566865 2.372516 0.380504 0.0 0.0 0.0
H 6.917969 1.749872 -0.559738 0.0 0.0 0.0
H 6.544601 -1.132515 -0.577661 0.0 0.0 0.0
H 6.714768 -0.169224 -2.040753 0.0 0.0 0.0
H 5.351414 -1.294504 -1.881280 0.0 0.0 0.0
H 4.234929 2.317138 -1.704438 0.0 0.0 0.0
H 3.809444 0.769327 -2.447346 0.0 0.0 0.0
H 5.430424 1.474185 -2.689847 0.0 0.0 0.0
F -6.239120 4.518853 -1.838002 0.0 0.0 0.0
C -5.096480 4.189884 -1.193712 0.0 0.0 0.0
C -5.129374 3.663511 0.084069 0.0 0.0 0.0
F -6.324606 3.472053 0.684184 0.0 0.0 0.0
C -3.957274 3.333529 0.735488 0.0 0.0 0.0
F -4.085558 2.817515 1.970595 0.0 0.0 0.0
C -2.679539 3.497377 0.172430 0.0 0.0 0.0
S -1.226666 3.027305 0.966120 -0.1 0.1 0.0
C -2.702538 4.049853 -1.120934 0.0 0.0 0.0
F -1.550565 4.286141 -1.769667 0.0 0.0 0.0
C -3.864202 4.381692 -1.790518 0.0 0.0 0.0
F -3.811575 4.906247 -3.033533 0.0 0.0 0.0
```
Forces are in eV/Å.

Values from the calculation:
E_LUMO: 4.3 eV
ΔE to the lowest compared entry with this formula, charge and spin: 5.30 kcal per mole
gap between HOMO and LUMO: 5.955 eV
net charge: -2

---

Below is a structure of composition C24H45BFNO19S6, with properties calculated with ωB97M-V with the def2-TZVPD basis set.

XYZ file:
```
97
Properties=species:S:1:pos:R:3:forces:R:3
O 0.687170 -2.250775 -1.543952 0.1 0.0 0.4
C -0.083532 -1.476870 -2.016469 1.9 -1.1 0.7
F 0.094787 -1.103242 -3.270835 -1.2 1.0 0.1
N -1.136937 -0.943446 -1.298159 -1.0 -0.4 -1.1
C -2.351268 -0.823563 -2.081971 -0.2 0.6 0.3
O -2.649188 0.213849 -2.568034 0.0 0.2 -0.3
C -3.230200 -2.073550 -2.356565 -1.6 1.0 0.2
O -3.358325 -3.030650 -1.363470 2.2 0.4 -0.4
B -2.221791 -3.841707 -1.058377 0.2 -0.9 0.7
O -1.959421 -4.010950 0.287400 -0.6 1.9 -0.7
O -1.454341 -4.478484 -2.000095 -0.7 0.9 -0.3
C -3.027501 -2.504903 -3.803438 1.4 -0.3 -0.9
O -4.148282 -3.329599 -4.107449 -0.2 0.7 1.1
S -5.399554 -2.642604 -3.315161 -1.4 0.0 -0.9
O -6.210790 -1.933959 -4.240206 0.4 0.3 -0.1
O -6.032032 -3.635501 -2.529266 0.5 0.0 0.4
O -4.580499 -1.529444 -2.452501 0.1 -1.3 -0.7
H -1.267933 -1.492309 -0.455455 0.3 0.0 0.0
H -2.027375 -3.143737 0.707483 -0.7 -0.4 0.5
H -0.761404 -3.917766 -2.382423 0.3 -0.6 -0.1
H -3.007865 -1.657030 -4.497261 -0.3 0.3 0.5
H -2.063342 -2.984316 -3.991256 -0.4 -0.7 0.2
C 2.850296 -2.540591 -6.979299 0.0 -0.2 0.0
C 2.143770 -3.849401 -7.362790 0.0 0.1 0.0
C 1.997790 -4.683984 -6.083387 0.0 -0.1 -0.4
S 1.926247 -3.504058 -4.729554 0.0 0.2 -0.2
O 3.090524 -3.679715 -3.903942 -0.2 -0.1 0.2
O 0.591578 -3.507114 -4.175014 -0.1 -0.4 0.2
C 2.145973 -2.036546 -5.722886 0.2 0.2 -0.3
H 2.804473 -1.805996 -7.781762 0.0 0.0 0.0
H 3.902175 -2.738849 -6.762421 0.0 0.0 0.0
H 1.156091 -3.622701 -7.769859 0.0 0.0 0.0
H 2.693670 -4.397701 -8.126547 0.0 0.0 0.0
H 1.088614 -5.280331 -6.085487 0.0 0.0 0.2
H 2.861389 -5.325630 -5.919341 0.0 0.1 0.1
H 2.720869 -1.300457 -5.163053 -0.1 -0.1 0.2
H 1.157169 -1.641345 -5.955310 0.0 0.0 0.1
C 2.406535 1.846915 0.454468 0.1 -0.2 -0.4
C 1.969152 2.968481 -0.496774 0.2 -0.3 -0.2
C 2.829451 2.852104 -1.764043 -0.2 0.3 0.1
S 3.282326 1.120906 -1.910844 -0.3 0.1 0.2
O 4.709726 0.998988 -1.747558 0.0 -0.1 -0.2
O 2.597205 0.540872 -3.045342 0.3 -0.1 -0.1
C 2.489668 0.584140 -0.401718 0.0 0.1 0.3
H 1.713260 1.722130 1.278155 0.0 -0.1 0.0
H 3.386283 2.079638 0.871946 0.0 0.0 0.1
H 0.915586 2.837221 -0.753084 0.0 0.0 0.0
H 2.071777 3.949078 -0.044213 0.1 -0.3 -0.3
H 2.284272 3.150737 -2.656333 0.1 -0.1 -0.1
H 3.747720 3.430579 -1.679254 0.1 -0.1 0.0
H 3.075132 -0.212020 0.052501 0.0 -0.1 -0.2
H 1.497111 0.219584 -0.660491 0.0 0.0 0.0
C 0.845705 5.666837 4.658255 0.1 0.0 -0.1
C 1.516461 6.856869 3.960768 -0.1 0.0 0.1
C 2.229864 6.316108 2.716413 0.1 0.3 0.1
S 1.313960 4.850684 2.217374 -0.4 0.5 0.9
O 2.173409 3.699972 2.374718 0.0 0.3 0.0
O 0.620316 5.123432 0.982304 0.1 -0.1 -0.1
C 0.136595 4.882615 3.560282 0.5 0.1 -0.1
H 0.147301 5.990433 5.428193 0.0 0.0 0.0
H 1.605538 5.042418 5.134043 0.0 0.0 0.0
H 0.753557 7.579945 3.663254 0.0 0.0 0.0
H 2.215743 7.371452 4.619207 0.0 0.0 0.0
H 2.226099 7.034438 1.900069 0.0 -0.1 -0.1
H 3.251228 6.011096 2.937460 0.0 -0.1 0.0
H -0.117074 3.866181 3.852047 0.0 0.0 -0.1
H -0.751428 5.406017 3.213888 0.5 -0.2 -0.2
C -3.919980 7.565352 6.202137 -0.1 -0.1 -0.1
C -5.017847 6.504852 6.355247 0.1 0.0 0.1
C -4.583094 5.274181 5.549762 -0.4 0.1 0.1
S -2.786494 5.296080 5.530189 -0.4 0.2 0.3
O -2.337221 5.498995 4.171209 -0.8 0.1 0.5
O -2.278601 4.211144 6.328097 0.2 -0.1 -0.2
C -2.600703 6.834094 6.428669 -0.1 0.3 0.0
H -4.047211 8.384692 6.907898 0.0 0.0 0.0
H -3.946795 7.981984 5.192805 0.0 0.0 0.0
H -5.121200 6.237633 7.408744 0.0 0.0 0.0
H -5.984438 6.873148 6.015450 0.0 0.0 0.0
H -4.919573 4.346544 6.005762 0.1 -0.1 -0.1
H -4.927332 5.326109 4.518469 0.1 0.0 0.0
H -1.735284 7.375935 6.053143 0.1 -0.1 0.0
H -2.460906 6.585736 7.480470 0.0 -0.1 0.0
C 2.795238 -7.158109 0.821997 -0.1 0.0 0.1
C 1.792510 -8.312841 0.946747 0.0 0.0 0.0
C 0.511167 -7.743173 1.568713 0.2 -0.4 0.1
S 0.452010 -6.007152 1.094177 0.1 -0.1 -0.3
O 0.581129 -5.200111 2.284556 -0.1 0.0 0.0
O -0.612570 -5.793333 0.157599 0.9 -1.3 0.3
C 2.016631 -5.991053 0.223589 0.3 -0.1 0.0
H 3.648270 -7.427724 0.200566 0.0 0.0 0.0
H 3.170430 -6.887407 1.811650 0.0 0.0 0.0
H 1.573824 -8.712842 -0.045614 0.0 0.0 0.0
H 2.190131 -9.129874 1.547946 0.0 0.0 0.0
H -0.380567 -8.240986 1.196390 -0.1 0.1 0.0
H 0.535928 -7.791810 2.655997 0.0 0.1 0.0
H 2.502859 -5.028380 0.363122 -0.1 0.1 0.0
H 1.806204 -6.154558 -0.833067 -0.1 0.1 0.0
```
Forces are in eV/Å.

Values from the calculation:
E_LUMO: 0.1 eV
gap between HOMO and LUMO: 9.959 eV
net charge: 0

---

Below is a cluster of 2 separate species, C24H45BrFN4 in total, with properties calculated with ωB97M-V with the def2-TZVPD basis set.

XYZ file:
```
75
Properties=species:S:1:pos:R:3:forces:R:3
C 0.288105 0.746353 2.596242 -0.2 0.0 -0.6
C 1.478416 1.060587 1.667304 0.3 0.1 1.0
C 2.004557 2.492638 1.841683 -0.5 -0.1 -0.2
C 1.338011 3.542204 0.943501 0.5 -0.7 0.3
C 1.789833 3.481392 -0.508858 -0.3 2.5 -0.3
Br 1.910308 5.468177 -1.040453 0.0 -0.2 0.1
C 3.151733 2.933334 -0.862752 -1.1 -0.1 -0.8
N 3.023615 3.017382 -2.365215 0.7 -1.2 1.0
C 1.765867 2.546987 -2.560922 -0.1 0.8 -0.2
N 1.429076 1.807194 -3.584577 -0.4 -0.2 -0.1
C 2.332177 1.411955 -4.668097 0.5 0.1 0.1
F 1.522651 1.030541 -5.688698 -0.4 -0.1 0.0
C 3.323904 0.313293 -4.285718 0.3 0.1 -0.3
C 3.604401 -0.641260 -5.439511 0.0 -0.1 0.0
N 0.914330 2.941900 -1.576739 0.9 -1.8 0.8
C -0.169417 1.989214 -1.255389 -1.2 0.1 -1.0
C -1.353382 2.114684 -2.253158 0.2 0.3 0.6
C -2.688769 1.990485 -1.526927 -0.2 0.0 -0.8
C -3.890519 2.116311 -2.492536 -0.2 -0.5 0.7
N -4.875061 1.082538 -2.236835 -0.4 -0.1 -0.2
C -5.100817 -0.013033 -3.035714 -0.4 -0.3 0.4
C -6.118566 -0.764156 -2.474962 0.5 0.5 0.0
C -6.529932 -0.094080 -1.294086 0.6 0.3 -0.5
C -5.748464 1.042056 -1.184506 -0.6 -0.7 0.3
H 0.454437 -0.150416 3.183180 0.0 -0.1 0.0
H -0.608911 0.579146 2.001081 -0.2 -0.1 0.1
H 0.070154 1.558498 3.283593 0.0 0.1 0.1
H 1.205765 0.853389 0.636648 0.1 -0.1 -0.2
H 2.289346 0.391127 1.945741 0.1 -0.2 -0.2
H 3.086329 2.544516 1.731391 0.1 0.0 -0.1
H 1.809981 2.801912 2.864933 0.1 0.0 0.2
H 1.647210 4.504927 1.325344 0.0 0.2 0.0
H 0.256162 3.520951 1.042337 -0.1 0.0 -0.1
H 4.010012 3.450317 -0.466586 0.1 0.1 0.0
H 3.105754 1.864347 -0.631582 0.6 0.0 0.4
H 3.754180 2.448086 -2.777449 -0.1 0.3 -0.5
H 0.475318 1.485307 -3.666775 -0.1 0.1 -0.1
H 2.863177 2.306647 -4.992820 0.0 0.1 -0.1
H 3.019616 -0.232876 -3.395913 -0.2 0.0 0.1
H 4.273977 0.804822 -4.070554 0.1 0.1 0.3
H 2.742505 -1.253035 -5.680604 -0.1 0.0 -0.1
H 4.421664 -1.304639 -5.174493 0.1 -0.1 0.1
H 3.909851 -0.100367 -6.329620 0.0 0.1 -0.1
H 0.182578 0.958047 -1.286538 0.3 0.0 0.2
H -0.571836 2.195306 -0.273923 0.3 0.1 0.2
H -1.281440 3.091022 -2.729093 0.0 0.1 -0.2
H -1.317437 1.334404 -3.014725 0.0 0.0 -0.2
H -2.750353 1.002179 -1.078737 0.0 0.0 0.3
H -2.771484 2.769629 -0.774253 0.1 -0.1 0.3
H -4.380993 3.073835 -2.347891 0.1 0.2 -0.2
H -3.589364 2.004820 -3.528951 0.1 0.1 -0.1
H -4.534946 -0.171610 -3.934679 0.1 0.0 -0.1
H -6.516148 -1.684525 -2.858888 0.0 -0.1 -0.1
H -7.303683 -0.420533 -0.626701 -0.1 0.1 0.2
H -5.814691 1.787094 -0.412790 0.3 0.3 -0.1
C -1.452249 -5.942326 4.051930 0.1 0.0 0.0
C -0.247468 -5.557749 4.906198 -0.1 0.0 0.0
C -0.253285 -4.094169 5.343760 0.1 0.0 0.0
C -0.197861 -3.080990 4.199877 -0.1 0.0 -0.1
C 1.007923 -3.223743 3.272290 0.1 0.1 0.1
C 2.344903 -3.011269 3.977407 0.0 0.0 -0.1
H -1.480599 -5.381991 3.115754 0.0 0.0 0.0
H -1.421704 -7.001883 3.796558 0.0 0.0 0.0
H -2.384669 -5.754505 4.587611 0.0 0.0 0.0
H 0.673781 -5.788435 4.363973 0.0 0.0 0.0
H -0.236538 -6.184500 5.800799 0.0 0.0 0.0
H 0.586022 -3.924815 6.023861 0.0 0.0 0.0
H -1.156245 -3.903173 5.931072 0.0 0.0 0.0
H -0.198426 -2.073585 4.630849 0.0 0.0 0.0
H -1.112530 -3.151575 3.604349 0.0 0.0 0.0
H 0.914850 -2.486880 2.467118 0.0 0.0 0.0
H 1.000336 -4.203753 2.788987 0.0 0.0 0.0
H 2.389222 -2.021610 4.439192 0.0 0.0 0.1
H 3.171847 -3.086562 3.269160 0.0 0.0 0.0
H 2.513905 -3.755514 4.755492 0.0 0.0 0.0
```
Forces are in eV/Å.

Values from the calculation:
E_LUMO: -2.7 eV
gap between HOMO and LUMO: 7.424 eV
net charge: +1